1.
# C9H20FNO4P2Ti

A structure of composition C9H20FNO4P2Ti in a non-equilibrium geometry (wB97M-V/def2-TZVPD, OMol25).

Properties
total charge	+1
LUMO level (alpha / beta)	-5.28 / -5.04	eV
E	-63734.1793	eV
Kohn-Sham gap (alpha / beta)	6.191 / 6.190	eV
multiplicity	2
<S²>	1.02

Geometry as XYZ:
```
38
C9H20FNO4P2Ti, DFT wB97M-V/def2-TZVPD
C -3.00160 -1.96358 -0.60417
O 3.97497 -0.51516 -1.82551
H -2.60198 -1.86384 -1.64600
O 1.90690 1.86297 -2.62262
H 5.23954 1.76579 -1.54639
H 2.16603 2.84037 0.70463
C -0.08198 -1.28457 1.71105
H 1.24060 1.54559 2.76165
O -3.57437 -0.76023 -0.11567
C 1.33041 2.12243 0.53327
H -0.95118 -2.73010 -0.33198
C -1.87297 -2.60824 0.29046
P 1.42359 1.17537 -1.08068
H -3.74134 0.94721 -1.38396
H 0.53601 -1.71302 0.89032
C 1.41032 1.01576 -3.52872
H -2.76030 1.11067 0.11962
F -0.13521 1.73356 -1.45176
H 2.09513 0.33305 1.73830
H -2.28083 -1.13366 1.97760
C 1.21768 1.01019 1.72260
H -0.84078 0.69727 2.43283
Ti 0.45729 3.14806 2.60531
H -1.55258 -2.68883 2.43435
C -3.03067 0.41374 -0.71889
H 0.99787 -0.18035 -1.06008
H 0.40687 -1.50436 2.68957
H 3.30188 -1.21223 -1.70198
N 0.94474 0.26417 -4.23081
H -2.07812 0.17743 -1.24356
P 3.55340 0.67650 -0.70818
H -3.83490 -2.70291 -0.69471
H -0.68862 0.51757 0.66343
H 0.33593 2.71540 0.55158
O 4.40806 2.05518 -1.12281
C -0.17538 0.28137 1.62407
C -1.54974 -1.89719 1.64514
H -2.19466 -3.65141 0.52268
```


2.
# C29H36BF2MoN3O2Si

A structure of composition C29H36BF2MoN3O2Si in a non-equilibrium geometry (wB97M-V/def2-TZVPD, OMol25).

Properties
LUMO level (alpha / beta)	-0.10 / -0.23	eV
E	-55072.6042	eV
Kohn-Sham gap (alpha / beta)	6.589 / 6.456	eV
multiplicity	3
<S²>	2.02

Geometry as XYZ:
```
75
C29H36BF2MoN3O2Si, DFT wB97M-V/def2-TZVPD
C 1.41602 -2.49308 -2.50980
H 3.18259 3.54528 -0.51776
H -2.95772 1.71386 -1.37587
Si 1.14393 2.26674 0.07910
C -0.12129 -2.47845 -4.37757
C -2.07381 -0.47599 3.08912
C 1.03285 -2.96610 -3.74205
C -3.08731 1.55600 0.75126
H -0.51104 4.40367 -1.43499
F 3.27457 -0.14120 0.91978
C 0.69420 2.64008 -1.74800
C -0.14271 3.68368 -2.16617
Mo 0.06761 -0.04716 0.69623
N -1.01622 -1.92444 0.99543
H 4.59683 -4.22746 2.31982
C 3.14072 -2.67055 2.22858
N -1.31471 0.56228 -0.75483
C 3.57182 -3.97592 2.07248
H -1.75028 -1.11044 -4.22115
H -2.89618 -2.89152 0.73305
H 3.03905 -5.98567 1.50020
O 1.08224 -1.07522 -0.67720
B 2.15026 0.15914 1.64788
C 0.95137 -3.30261 1.43135
H -2.64168 -0.06479 3.92828
N -1.36788 0.65776 2.42635
C 2.70440 -4.96113 1.61094
H 1.63594 -3.72222 -4.23335
H 3.46586 2.59920 0.96729
C -2.29812 1.74486 2.03812
H 0.89847 3.81731 2.03833
H -1.09606 -3.94250 1.08695
H 0.70423 -5.37215 0.96141
C -0.50209 3.84953 -3.50382
H -1.68963 2.63838 1.92541
C 0.56643 3.83608 0.98986
C 1.17102 1.77580 -2.74694
H 3.80758 -1.89651 2.58598
C -0.46599 -3.05100 1.14713
H -1.28581 -1.09185 3.51485
H -1.09432 1.57312 4.32959
H -3.81354 2.37136 0.71915
H 3.51726 1.80200 -0.60497
H -1.70860 2.59338 -0.52083
H 1.04231 4.70363 0.51282
H -2.98326 1.91957 2.87545
C 0.65812 -1.50907 -1.84149
C 0.82087 1.93055 -4.08448
C 1.83982 -2.33395 1.89938
C -0.51158 -1.02398 -2.46745
H -3.17868 -2.25059 2.94905
C -0.86441 -1.51861 -3.73852
H -2.14939 0.35514 -2.59045
C 1.40111 -4.61602 1.31139
H 1.20272 1.23749 -4.82657
H -3.99368 -0.93272 2.14914
C -3.01531 -1.39268 2.29305
H -1.14824 4.67163 -3.79416
H 0.07419 2.06282 3.07653
O 1.41541 -1.05343 2.12324
C 3.00644 2.57934 -0.02828
C -0.48696 1.23058 3.48337
H -2.79699 -1.24310 0.14783
C -1.36557 0.01122 -1.91538
H 2.31400 -2.84429 -2.01591
H 0.21483 0.48310 3.82775
H -0.51823 4.01351 0.98270
H 1.82952 0.95316 -2.46705
F 2.39028 1.04086 2.69688
H -3.67178 0.63511 0.75767
H -0.30721 3.08899 -5.50809
C -2.48764 -1.90346 0.94748
H -0.41121 -2.84258 -5.35556
C -2.27280 1.66019 -0.53124
C -0.02692 2.96607 -4.46775
```


3.
# C31H38Br2N5O2SSb2Tc

A structure of composition C31H38Br2N5O2SSb2Tc in a non-equilibrium geometry (wB97M-V/def2-TZVPD, OMol25).

Properties
total charge	+3
LUMO level (alpha / beta)	-8.82 / -10.44	eV
E	-210478.8577	eV
Kohn-Sham gap (alpha / beta)	6.426 / 4.915	eV
multiplicity	4
<S²>	3.79

Geometry as XYZ:
```
82
C31H38Br2N5O2SSb2Tc, DFT wB97M-V/def2-TZVPD
C -4.41999 0.27983 1.16528
H 0.49951 3.95530 -2.32550
C 0.90990 -1.11958 -4.36902
C 3.04752 -1.27720 1.21347
H -0.15039 1.58388 4.19509
H 0.57235 5.27227 2.22503
H -4.59173 0.33701 2.23996
Sb -1.16407 1.88568 -1.79945
C -4.06277 -3.20438 -0.17386
C 3.60866 -2.94798 2.81073
H -4.67022 -3.17516 -1.07778
H -3.58850 1.41388 -2.87715
Br 0.35302 0.45474 -5.21454
C -0.32734 6.65693 -0.74547
H -3.04371 3.93588 -1.71989
S -1.21188 -1.99522 0.44750
C -2.58545 1.39180 -3.30184
H 4.45388 -3.57236 5.23679
C -5.04430 -0.97741 0.54399
N -2.98170 0.08323 0.88359
N -3.87718 -1.84409 0.31503
H -0.22302 3.38425 -3.84721
C 1.80195 -3.35664 -4.64192
H 0.32847 -2.12950 2.81693
H 0.64883 0.05258 3.83352
O 5.04945 -4.69421 2.32929
N 4.79278 -4.21316 4.54085
C 1.96592 -4.81739 -1.19497
O 0.41659 -0.32344 -2.12309
H -2.52676 2.08775 -4.13654
C 4.57824 -4.03490 3.22843
H -1.06508 0.25880 3.44935
H 2.46151 -5.58644 -3.12951
C -2.75748 -1.20167 0.53870
H 1.42533 -2.02294 -6.25237
C 1.29083 -2.48250 -2.44510
C 2.17290 2.64115 2.17111
C 2.28675 -2.91488 3.24030
Sb 0.46713 1.53282 1.58065
C -1.48526 4.54966 -0.39006
H -1.99163 2.73451 1.60812
H 1.91865 3.19954 3.07041
C 0.07379 5.36042 1.26782
H -0.86516 3.44798 2.75932
C -1.19677 5.69283 -1.18173
H 2.21729 -5.71828 -0.65452
H -1.71555 5.80840 -2.12544
C 0.30626 6.49305 0.49140
C 1.37998 -2.11777 2.56577
H 1.39141 -3.75060 0.58655
C 1.50426 -3.70770 -0.48890
H -4.78852 1.19056 0.69960
C 1.39114 -2.17266 -5.18222
H 0.98115 7.25723 0.85354
N 1.20145 -2.56257 -1.08454
C 4.00094 -2.07869 1.79441
Tc 0.58862 -0.74310 -0.22920
C -0.09780 0.76038 3.48434
Br 2.43503 -4.71763 -5.76164
H 2.99328 1.96107 2.39474
H -5.53270 -0.77769 -0.41077
C -0.79527 4.36580 0.85289
C -2.45466 3.62035 -0.86219
H -3.02332 3.04804 -0.13848
H 5.43397 -4.93841 4.82687
H 2.48293 3.32089 1.38056
H 1.94072 -3.55140 4.04393
H -2.37198 0.38757 -3.66477
H 3.32029 -0.58554 0.41911
C 0.85876 -1.26317 -3.00872
H -5.75565 -1.47489 1.20058
C 0.21208 3.07541 -2.89872
H 1.09517 2.47082 -3.09196
H -4.57607 -3.79163 0.58620
H -0.14456 7.54447 -1.33461
N 1.74239 -1.32956 1.54228
H 5.02441 -2.05740 1.44649
C 1.74933 -3.55444 -3.23074
H -3.09959 -3.65225 -0.39504
C -0.99628 3.16262 1.71472
C 2.09879 -4.74092 -2.56043
H -2.29127 0.51800 1.47464
```


4.
# C2H7NO3

A cluster of 2 separate species, C2H7NO3 in total in a non-equilibrium geometry (wB97M-V/def2-TZVPD, OMol25).

Properties
LUMO level	0.78	eV
E	-9818.9902	eV
Kohn-Sham gap	10.714	eV
SMILES	O=CO.NCO

Geometry as XYZ:
```
13
C2H7NO3, DFT wB97M-V/def2-TZVPD
H 1.34385 2.80479 -0.71958
O -2.14267 -2.28801 -0.78095
H -2.03602 -2.91830 1.21327
O 0.15259 0.16762 -0.01115
C 1.43892 0.91945 0.20774
C -2.23630 -2.04374 0.40488
H 1.36421 1.28563 1.19850
H 0.05685 -0.10100 -0.94666
H 2.17287 0.05513 0.07309
H 2.10919 1.59680 -1.62795
O -2.37220 -0.80330 0.97718
N 1.58671 1.86165 -0.81906
H -1.43800 -0.53672 0.83069
```


5.
# C3H11N2

A cluster of 2 separate species, C3H11N2 in total in a non-equilibrium geometry (wB97M-V/def2-TZVPD, OMol25).

Properties
total charge	+1
LUMO level	-4.38	eV
E	-6262.0565	eV
Kohn-Sham gap	10.015	eV

Geometry as XYZ:
```
16
C3H11N2, DFT wB97M-V/def2-TZVPD
H 0.76549 2.00936 0.44560
N -0.75989 -0.93657 0.14655
N 1.66391 0.21646 -0.30433
C 1.36553 1.67699 -0.40051
H -2.67587 -0.67968 1.02890
H -2.10368 -1.91822 -0.75937
H 0.89281 1.98640 -1.32599
H -1.68882 0.79246 0.95452
H 2.31194 2.24207 -0.29644
H -0.27674 -2.17314 -1.42036
H -1.38933 -0.52268 2.16743
C -1.63294 -0.30175 1.15721
H 1.95516 0.00087 -1.24305
C -1.04169 -1.85651 -0.64906
H 2.35204 0.03743 0.40776
H 0.26207 -0.57348 0.09112
```


6.
# C23H43BN3O5

A cluster of 3 separate species, C23H43BN3O5 in total in a non-equilibrium geometry (wB97M-V/def2-TZVPD, OMol25).

Properties
total charge	+1
LUMO level (alpha / beta)	-5.02 / -5.02	eV
E	-39921.8669	eV
Kohn-Sham gap (alpha / beta)	5.331 / 5.957	eV
multiplicity	3
<S²>	2.01

Geometry as XYZ:
```
75
C23H43BN3O5, DFT wB97M-V/def2-TZVPD
C -2.04989 5.33758 1.31040
H -1.55287 1.88378 1.14708
H 2.51410 0.35835 1.68164
H 2.40403 -0.10156 -2.77968
H -4.69127 2.93734 5.19598
C -0.01253 4.02129 1.61870
C -0.64086 -4.30003 -4.89569
O -3.78815 -2.70790 -3.99414
C 1.57811 -0.26540 -0.16831
H 4.38446 0.13316 -1.71956
H 3.98735 0.61321 -0.07789
N 2.92210 -2.40267 -0.22350
H 1.47994 -1.58019 -2.59406
C 2.90382 -3.90793 1.80975
H -5.28934 4.49413 3.66540
N 1.70153 -4.65197 -3.87988
C 4.26676 -1.89626 1.82627
H -1.91663 3.03549 -0.11929
H -2.82987 5.24196 0.55121
H 0.22161 4.23368 0.57167
H 4.35501 -2.08933 2.89847
H -3.88908 1.67097 0.56146
C -3.37139 3.44459 3.52297
H 1.98683 -3.51707 -7.35982
H -1.24382 5.92799 0.86452
C 4.06458 -0.24808 -0.74511
H -3.42474 1.35102 2.92128
H -3.13729 2.13628 5.29543
H 3.71927 -4.49974 1.38053
H 3.02741 -3.92277 2.89675
C -1.54868 3.95557 1.82641
C -4.27328 4.68615 3.31035
H 1.55501 0.76416 -0.54205
H 3.23178 -1.65924 -2.88875
O 1.90469 -3.19966 -0.65547
B -2.37407 -2.94842 -4.23942
H -4.00698 -2.01135 -4.66583
C 2.33380 -4.25580 -5.11584
C 1.51645 -3.84709 -6.36756
C -3.58634 2.54591 1.14583
H -4.18131 3.38214 0.76668
H 4.90079 -0.86750 -0.41699
H -3.89365 5.54716 3.86753
C 1.76600 -1.66325 1.90381
H 0.61409 -0.70791 -0.45060
C -2.09864 2.81316 0.93814
H -0.72584 -3.55655 -7.14339
C 2.93128 -2.45457 1.27412
C 1.66178 -0.24441 1.35446
H -1.05006 -1.57577 -4.88167
C -3.62190 3.07155 5.00532
H 3.46957 -4.25957 -5.16189
N -1.93786 3.78877 3.26074
H 0.81662 -2.18171 1.72363
H 4.36836 -0.81627 1.71840
H -2.42540 5.97019 2.11608
O -1.17364 2.78750 3.78270
O -2.07549 -4.29351 -4.76501
C -0.04168 -3.86925 -6.27273
C 0.27598 -4.68344 -3.69272
O -1.37381 -1.93201 -4.02239
H -3.26798 3.86299 5.67403
H 5.12277 -2.37333 1.34056
H 1.88338 -1.61939 2.99153
H 2.27534 -4.92292 -3.05328
H -0.25598 -4.95968 -2.72193
H 0.49014 3.07649 1.86052
H 0.77217 0.24286 1.76590
H 0.43313 4.81380 2.22621
C 2.73235 -1.05069 -0.83738
H 1.96177 -4.42014 1.59972
C 2.44467 -1.11088 -2.36166
H -4.38286 4.97462 2.26462
C -3.88319 2.30125 2.62211
H -4.96243 2.17007 2.75456
```